{"formula": "C4H7NO2", "method": "ωB97M-V/def2-TZVPD", "relative_energy_kcal_mol": 74.0, "lumo_energy_ev": 0.91, "homo_ev": -10.22, "smiles": "OCC1(CO)C=N1", "charge": 0, "symbols": ["O", "C", "C", "C", "O", "C", "N", "H", "H", "H", "H", "H", "H", "H"], "positions_angstrom": [[-1.3413, 0.5001, 1.8856], [-1.1090, -0.3644, 0.7980], [-0.0656, 0.2089, -0.1526], [0.4599, -0.6284, -1.3033], [1.4087, -1.5463, -0.8191], [0.2564, 1.6154, -0.1365], [1.0823, 0.9499, 0.5367], [-0.4873, 0.6615, 2.3112], [-0.7904, -1.3646, 1.1341], [-2.0712, -0.4809, 0.2873], [0.9085, 0.0605, -2.0407], [-0.3177, -1.2025, -1.8193], [1.9542, -1.0383, -0.1915], [0.1124, 2.6290, -0.4897]]}